Record 1
DFT (ωB97M-V/def2-TZVPD) results for a molecular structure, C28H45N9PPdSe.

Element x y z (Å)
Pd1 0.95 -0.48 -0.30
Se1 1.39 -2.70 -0.98
P1 1.58 1.71 0.33
N1 2.70 3.62 1.97
N2 1.21 4.44 0.21
N3 3.45 3.61 -0.36
N4 -1.43 1.11 -2.49
N5 1.95 -2.37 2.40
N6 -2.77 1.90 -0.79
N7 -1.38 -0.02 -0.50
N8 -0.10 -3.42 2.28
N9 0.16 -1.15 1.60
C1 1.66 4.57 1.60
C2 -0.60 -3.46 -5.16
C3 -0.65 0.05 -3.09
C4 -3.85 2.36 -1.65
C5 -0.62 -3.69 -2.76
C6 -1.86 0.96 -1.21
C7 2.72 -3.60 2.25
C8 0.51 3.18 0.00
C9 1.22 -2.57 -3.85
C10 -1.84 -1.15 2.99
C11 3.82 3.76 1.04
C12 -1.23 -0.91 1.76
C13 -3.40 -0.48 0.84
C14 -4.00 -0.81 2.04
C15 -3.21 -1.09 3.14
C16 2.73 -1.17 2.60
C17 -1.25 -3.75 1.46
C18 0.58 -3.00 -2.69
C19 3.05 2.24 -0.66
C20 2.38 4.56 -0.67
C21 -1.22 -3.90 -4.00
C22 0.09 -4.27 3.44
C23 2.20 2.25 2.00
C24 -1.23 2.41 -3.11
C25 0.64 -2.29 2.09
C26 -2.84 2.40 0.57
C27 -2.01 -0.44 0.69
C28 0.63 -2.80 -5.08
H1 1.40 2.15 2.73
H2 -3.80 3.44 -1.82
H3 3.04 -4.00 3.21
H4 0.84 -3.85 4.10
H5 0.40 -5.28 3.15
H6 2.81 2.15 -1.73
H7 2.06 4.42 -1.70
H8 -3.79 2.14 1.04
H9 -2.19 -3.53 1.97
H10 -3.66 -1.30 4.10
H11 -1.07 -0.92 -2.82
H12 2.78 5.57 -0.56
H13 -5.08 -0.81 2.12
H14 2.13 -4.34 1.72
H15 -2.04 1.99 1.18
H16 3.01 1.58 2.31
H17 2.17 -2.05 -3.78
H18 0.80 4.45 2.26
H19 -4.02 -0.22 -0.02
H20 -1.59 3.20 -2.46
H21 -3.82 1.84 -2.60
H22 -1.76 2.47 -4.06
H23 -2.75 3.49 0.56
H24 3.51 -1.38 3.33
H25 4.59 3.03 1.29
H26 -1.21 -3.20 0.52
H27 -0.17 2.57 -3.30
H28 -0.85 -4.35 3.99
H29 -0.67 0.16 -4.17
H30 -4.81 2.14 -1.17
H31 3.61 -3.39 1.65
H32 2.06 5.58 1.73
H33 -1.21 -4.82 1.24
H34 -1.21 -1.41 3.83
H35 -1.10 -4.05 -1.86
H36 3.88 1.56 -0.46
H37 0.15 3.13 -1.03
H38 1.13 -2.47 -5.98
H39 -2.16 -4.43 -4.06
H40 2.08 -0.38 2.98
H41 -0.36 3.14 0.66
H42 3.20 -0.83 1.67
H43 0.40 0.07 -2.76
H44 4.24 4.76 1.17
H45 -1.05 -3.63 -6.12

Calculated values
total charge: +1
orbital gap (spin up / spin down): 6.22 / 5.88 eV
calculated total energy: -4457.19087 hartree
largest force on an atom: 0.38 eV Å⁻¹
HOMO energy (spin up / spin down): -0.373 / -0.372 Ha



Record 2
DFT (ωB97M-V/def2-TZVPD) results for a single C3H7O3PS molecule.

Element x y z (Å)
S1 1.67 0.08 -0.10
P1 -1.15 -0.48 -0.55
O1 0.99 -0.85 1.04
O2 1.66 1.43 0.35
O3 2.87 -0.58 -0.51
C1 -0.24 -1.41 0.81
C2 -1.56 1.03 0.34
C3 0.35 -0.01 -1.45
H1 -0.02 -2.53 0.83
H2 -1.89 1.86 -0.32
H3 -0.50 1.42 0.79
H4 -0.90 -1.26 1.65
H5 -2.22 0.84 1.10
H6 0.60 -0.61 -2.21
H7 0.32 1.05 -1.77

Calculated values
SMILES: CP1COS(=O)(=O)C1
orbital gap: 10.05 eV
calculated total energy: -1083.70947 hartree
energy relative to the best compared isomer or geometry (same formula, charge and spin): 355.99 kJ/mol
largest force on an atom: 5.39 eV Å⁻¹
HOMO energy: -0.340 Ha



Record 3
DFT (ωB97M-V/def2-TZVPD) results for a molecular structure, C6H9N.

Element x y z (Å)
N1 -0.44 -0.81 0.89
C1 -0.28 0.63 1.09
C2 -1.15 0.08 -1.09
C3 0.60 -0.43 1.81
C4 -0.14 -0.95 -0.54
C5 0.96 0.08 -0.93
C6 -0.10 1.07 -0.43
H1 1.09 0.09 -2.02
H2 -0.12 2.12 -0.73
H3 -1.17 0.11 -2.18
H4 1.93 0.09 -0.44
H5 -0.98 1.23 1.67
H6 0.40 -0.94 2.76
H7 1.67 -0.39 1.62
H8 -2.16 0.03 -0.67
H9 -0.10 -2.01 -0.81

Calculated values
orbital gap: 10.01 eV
calculated total energy: -288.66299 hartree
energy relative to the best compared isomer or geometry (same formula, charge and spin): 312.58 kJ/mol
largest force on an atom: 1.32 eV Å⁻¹
HOMO energy: -0.325 Ha



Record 4
DFT (ωB97M-V/def2-TZVPD) results for 4 unconnected molecules or ions with the total composition C3H18N2O3.

Element x y z (Å)
O1 -1.44 -1.96 0.77
O2 0.89 -0.03 2.91
O3 -1.07 0.42 1.27
N1 1.48 -0.28 0.37
N2 -1.60 -0.12 -1.61
C1 0.87 0.43 -1.97
C2 1.77 0.76 -0.72
C3 -0.56 0.92 -1.79
H1 -1.04 0.01 2.14
H2 2.85 0.77 -0.94
H3 -0.46 1.63 -0.96
H4 2.33 -0.75 0.68
H5 -1.43 1.29 1.47
H6 0.48 0.56 3.56
H7 -0.91 1.67 -2.54
H8 -2.51 0.34 -1.61
H9 0.91 0.05 1.18
H10 -1.80 -0.93 -2.21
H11 -1.25 -2.76 1.27
H12 -1.40 -0.57 -0.68
H13 0.84 -0.98 -0.02
H14 1.46 0.66 -2.83
H15 -2.34 -1.70 1.03
H16 1.54 1.70 -0.23
H17 1.57 -0.45 3.47
H18 0.82 -0.69 -2.02

Calculated values
total charge: +2
orbital gap: 12.66 eV
calculated total energy: -459.71793 hartree
energy relative to the best compared isomer or geometry (same formula, charge and spin): 127.37 kJ/mol
largest force on an atom: 3.26 eV Å⁻¹
HOMO energy: -0.701 Ha